# C34H36Br2F9O8PS

4 unconnected molecules or ions with the total composition C34H36Br2F9O8PS (ωB97M-V/def2-TZVPD, OMol25).

Structure (XYZ):
```
91
Properties=species:S:1:pos:R:3:forces:R:3
C 2.78789 1.25940 5.49795 -0.054 0.212 -0.158
C 2.84216 2.66129 4.62646 -0.818 0.372 1.344
O 3.90657 2.62984 3.56862 -4.211 -0.630 -2.795
C 3.11814 2.41553 2.31052 -0.548 -0.308 -1.711
C 2.87550 0.86480 1.73309 -2.319 2.966 -2.217
P 3.62445 -0.68834 2.60878 5.424 2.013 1.075
O 5.07396 -0.34706 3.21610 -4.834 -1.064 -1.662
C 1.96330 0.62206 0.37391 0.334 3.495 1.020
C 1.66357 -0.90349 -0.20346 -0.254 -0.177 0.410
C 2.84779 -1.47472 -1.19667 0.288 -0.808 0.614
O 3.86069 -0.41653 -1.34503 0.715 -1.895 0.565
C 1.33911 1.96186 -0.34641 0.772 1.013 1.706
C 1.60272 3.52514 0.18876 1.169 -2.891 1.818
C 2.51115 3.75299 1.54446 -0.807 -1.976 -1.769
C 2.71184 5.29599 2.06116 2.631 1.697 -1.116
Br 1.35924 5.97308 3.42963 1.301 -1.069 -1.509
C 3.75328 6.25918 1.61193 -2.651 -4.087 0.399
C 4.87777 5.78274 0.51672 0.454 1.276 0.695
Br 3.76662 8.13041 2.35048 0.212 -2.301 -1.091
C 0.89098 4.78223 -0.65808 2.279 3.397 -0.989
O 1.51608 5.93793 -0.93771 -4.264 -7.414 1.938
C -0.66413 4.42634 -1.16568 -2.768 -0.484 -0.772
C -1.84785 5.56646 -1.13467 -0.306 -4.742 -1.544
C -3.35181 5.05554 -1.64957 2.777 -2.636 -0.156
S -4.70301 6.38148 -1.62335 0.809 -1.856 -0.514
C -3.63207 3.47979 -2.13799 3.114 1.392 1.090
C -2.42027 2.32548 -2.15816 0.483 4.479 1.261
C -2.82385 0.81864 -2.63191 0.315 -0.155 -1.506
F -1.89461 -0.26280 -2.24746 -2.707 3.567 -1.221
F -2.96285 0.83814 -4.13625 0.539 -0.393 4.365
C -4.32222 0.31425 -2.08161 -0.185 -1.918 -1.712
F -4.31609 -1.17805 -2.32566 -0.359 4.454 0.943
F -5.44810 0.84282 -2.88552 3.649 -1.459 3.005
C -4.49826 0.48387 -0.45243 -0.438 0.830 2.457
F -5.26589 1.72551 -0.06519 2.812 -3.988 -1.615
F -3.18180 0.47151 0.28975 -4.332 0.289 -2.830
C -5.36504 -0.76663 0.24341 -0.971 -0.511 2.495
F -6.61068 -1.09178 -0.48836 4.715 0.883 2.571
F -5.77238 -0.22987 1.59572 1.221 -2.094 -4.539
F -4.49772 -1.95081 0.53522 -3.444 4.054 -1.453
C -0.94469 2.86119 -1.68644 -1.908 1.191 -0.057
C 0.35713 1.86917 -1.69842 2.802 -2.974 -2.412
O 0.74255 1.05241 -2.67952 -3.054 4.951 5.728
H 3.79583 0.63681 5.45313 -2.062 1.521 -0.111
H 2.57339 1.52098 6.63175 0.263 -0.609 -2.432
H 1.90267 0.61392 5.04575 1.858 1.202 1.179
H 1.77360 2.83385 4.13765 2.341 -0.324 0.983
H 3.04015 3.62292 5.30346 -0.158 -2.246 -1.460
H 2.73310 -1.24021 3.60635 0.124 0.417 -0.925
H 3.87223 -1.72597 1.60057 -1.004 0.911 0.618
H 0.62373 -0.97431 -0.77356 2.209 0.518 1.391
H 1.61649 -1.65260 0.72462 -0.081 1.804 -1.900
H 2.39908 -1.85129 -2.23516 0.960 1.277 2.157
H 3.34890 -2.43984 -0.70574 -1.311 2.464 -1.084
H 4.72440 -0.76254 -0.94997 -1.905 0.695 -0.888
H 4.71444 4.70342 0.07784 -0.046 2.316 1.069
H 4.91805 6.60740 -0.33776 -0.156 -1.919 1.781
H 5.92491 5.80713 1.07964 -2.221 -0.066 -1.234
H -1.61450 6.66147 -0.77358 -0.598 -2.509 -0.856
H -5.75670 5.85884 -2.40373 1.489 0.061 0.761
H -4.73860 3.26423 -2.47929 2.590 0.261 0.766
C 5.25956 -5.49405 -1.61133 0.132 0.449 0.272
C 3.79480 -5.28147 -1.33698 -0.431 0.920 0.697
C 2.82711 -6.26942 -1.93161 -0.416 0.285 0.229
O 3.40363 -4.33688 -0.65327 0.475 -1.484 -0.634
H 5.83888 -4.70529 -1.11972 -0.134 -0.178 -0.100
H 5.57584 -6.46091 -1.21202 -0.013 -0.016 -0.227
H 5.44675 -5.44670 -2.68707 0.009 -0.222 0.065
H 3.03495 -7.27089 -1.54656 0.088 0.008 -0.213
H 2.90586 -6.25668 -3.02161 0.082 -0.184 0.078
H 1.80584 -5.99091 -1.65075 0.240 -0.045 -0.081
C -2.69879 -1.36682 3.32659 0.428 0.231 0.122
C -2.78668 -2.22532 4.55998 1.180 0.106 1.201
C -3.95789 -3.16465 4.66936 0.108 -0.201 0.448
O -1.93434 -2.16176 5.44440 -1.091 -0.089 -1.149
H -1.80302 -0.73938 3.38445 -0.187 -0.141 0.018
H -2.62616 -1.99912 2.43821 -0.219 0.101 -0.005
H -3.57631 -0.71854 3.26186 -0.028 -0.162 -0.182
H -3.94140 -3.87715 3.84082 -0.177 0.146 -0.051
H -4.89155 -2.59657 4.66447 0.010 -0.103 -0.212
H -3.89065 -3.72024 5.61077 0.012 0.144 -0.211
C -3.34087 -5.42515 -5.10880 0.310 -0.416 -0.017
C -2.32609 -4.39803 -4.68309 1.575 -0.316 0.259
C -2.80502 -2.98210 -4.50473 0.456 0.128 0.138
O -1.15081 -4.70389 -4.48848 -1.480 0.338 -0.230
H -2.85321 -6.40175 -5.19764 -0.089 0.232 0.026
H -4.13358 -5.49685 -4.35995 -0.097 0.109 -0.182
H -3.75916 -5.15334 -6.08125 -0.167 0.039 0.158
H -3.57385 -2.94486 -3.72890 -0.076 0.012 -0.246
H -3.19943 -2.60135 -5.45021 -0.186 -0.021 0.134
H -1.96477 -2.35110 -4.19604 -0.187 -0.148 -0.068
```
Positions in Å, forces in eV/Å.

Summary:
**Max |F|**: 0.1705 hartree/bohr
**Total charge**: 0
**Calculated total energy**: -236859.3785 eV
**SMILES**: CCOc1c([PH2]=O)c(CCO)c2c(c1/C(Br)=C(\C)Br)C(=O)c1cc(S)cc(C(F)(F)C(F)(F)C(F)(F)C(F)(F)F)c1C2=O.CC(C)=O.CC(C)=O.CC(C)=O
**Lowest unoccupied orbital energy**: -2.08 eV